{"formula": "CH8N3", "method": "wB97M-V/def2-TZVPD", "species": ["C", "N", "N", "N", "H", "H", "H", "H", "H", "H", "H", "H"], "xyz": [[0.3891, 0.8120, 0.3975], [-1.3967, -0.6281, 0.1374], [-0.9228, 0.6753, -0.0662], [1.2109, -0.4432, -0.1270], [0.4134, 0.8732, 1.5155], [1.0426, 1.6358, 0.1354], [-2.3967, -0.3609, 0.1899], [-1.2179, -1.3570, -0.5459], [-0.9248, 1.0455, -1.0677], [1.4373, -0.3817, -1.1075], [1.9907, -0.7106, 0.4702], [0.3750, -1.1604, 0.0684]], "atomic_forces_ev_per_a": [[1.9, -0.2, 1.8], [-2.1, 1.0, 1.0], [1.7, 1.9, -3.3], [-3.1, -1.2, 2.3], [0.1, -1.1, -0.8], [-0.9, 0.6, -0.8], [0.5, -1.8, 0.3], [-0.4, 0.5, -0.8], [-0.6, -0.9, 1.5], [0.2, 0.0, -0.3], [0.2, 0.1, -0.2], [2.5, 1.1, -0.5]], "total_charge": 1, "homo_energy_ev": -14.90, "smiles": "NNC[NH3+]", "e_above_lowest_kcal_mol": 73.9, "homo_lumo_gap_ev": 11.11}

---

{"formula": "C5H8O", "method": "wB97M-V/def2-TZVPD", "species": ["O", "C", "C", "C", "C", "C", "H", "H", "H", "H", "H", "H", "H", "H"], "xyz": [[1.2928, -1.2551, 1.0557], [0.8353, -0.7968, -0.2115], [-0.6884, -0.8849, -0.4238], [-1.2637, 0.4641, 0.0614], [-0.0599, 1.3693, 0.0816], [1.0772, 0.6996, -0.1478], [1.2810, -0.2985, 1.4935], [1.3953, -1.3048, -1.0043], [-0.8804, -1.0043, -1.4965], [-1.1210, -1.7464, 0.0912], [-2.0616, 0.8418, -0.5935], [-1.7015, 0.4081, 1.0652], [-0.1493, 2.4147, 0.3720], [2.0599, 1.1040, -0.3694]], "atomic_forces_ev_per_a": [[-0.2, 2.9, 1.4], [-0.2, 0.5, -0.7], [0.0, -0.1, 0.0], [-0.1, -0.1, 0.2], [0.3, -0.2, 0.3], [-0.5, 0.4, -1.5], [0.3, -3.4, -0.2], [-0.1, 0.0, 0.2], [0.0, 0.0, 0.2], [0.1, 0.1, 0.0], [0.3, 0.0, 0.1], [0.0, -0.1, -0.1], [0.2, -0.1, -0.4], [-0.1, 0.1, 0.5]], "total_charge": 0, "homo_energy_ev": -9.72, "smiles": "O[C@@H]1C=CCC1", "e_above_lowest_kcal_mol": 28.1, "homo_lumo_gap_ev": 10.75}

---

{"formula": "C36H52AsBClN6O4PtS3", "method": "wB97M-V/def2-TZVPD", "species": ["Pt", "C", "C", "C", "C", "N", "N", "B", "N", "N", "C", "C", "C", "C", "C", "S", "C", "C", "C", "C", "N", "N", "C", "C", "C", "C", "C", "S", "C", "C", "C", "C", "C", "S", "C", "C", "C", "C", "H", "H", "H", "H", "H", "H", "H", "H", "H", "H", "H", "H", "H", "H", "H", "H", "H", "H", "H", "H", "H", "H", "H", "H", "H", "H", "H", "H", "H", "H", "H", "H", "H", "H", "H", "H", "H", "H", "H", "C", "As", "C", "C", "C", "C", "C", "C", "C", "C", "H", "H", "H", "H", "H", "H", "H", "H", "H", "H", "H", "H", "H", "O", "Cl", "O", "O", "O"], "xyz": [[-0.8326, 1.1624, -0.1993], [0.6735, 6.0809, -0.9816], [0.4473, 5.3904, 0.3286], [0.5801, 6.0120, 1.5350], [0.3151, 5.3278, 2.7500], [-0.0203, 4.0628, 2.7375], [-0.1035, 3.4393, 1.5522], [-0.4399, 1.9408, 1.7016], [-1.6940, 1.7479, 2.5784], [-1.4709, 1.6523, 3.8966], [-2.5149, 1.5849, 4.6847], [-3.8336, 1.6522, 4.1472], [-4.0501, 1.7235, 2.8034], [-5.4043, 1.7683, 2.1647], [-2.8809, 1.7233, 2.0079], [-2.9591, 1.6760, 0.2685], [-2.2782, 1.4380, 6.1756], [-2.8366, 2.6854, 6.8794], [-0.7867, 1.2980, 6.4781], [-3.0231, 0.1887, 6.6694], [0.6950, 1.0434, 2.2128], [1.7086, 1.6302, 2.8636], [2.5508, 0.8571, 3.4997], [2.3630, -0.5513, 3.5153], [1.3569, -1.1469, 2.8134], [1.1497, -2.6308, 2.7717], [0.5074, -0.2763, 2.0966], [-0.7942, -0.8273, 1.0617], [3.7082, 1.4993, 4.2400], [3.7386, 3.0079, 4.0030], [5.0226, 0.8775, 3.7469], [3.5225, 1.2157, 5.7390], [0.0633, 4.0282, 0.3726], [-0.2159, 3.1433, -1.1085], [0.3835, 6.0451, 4.0852], [0.1419, 5.0730, 5.2388], [-0.7073, 7.1281, 4.0953], [1.7666, 6.6966, 4.2330], [0.9171, 7.1290, -0.8279], [-0.2160, 6.0211, -1.6108], [1.4950, 5.6138, -1.5283], [0.8588, 7.0574, 1.5675], [-4.6803, 1.6242, 4.8214], [-6.1901, 1.7744, 2.9158], [-5.5555, 0.9013, 1.5173], [-5.5136, 2.6651, 1.5505], [-2.3515, 3.5956, 6.5229], [-2.6552, 2.6045, 7.9511], [-3.9141, 2.7886, 6.7381], [-0.2281, 2.1716, 6.1410], [-0.3644, 0.4127, 5.9970], [-0.6511, 1.1955, 7.5544], [-4.1054, 0.2849, 6.5736], [-2.8058, 0.0379, 7.7266], [-2.7034, -0.7057, 6.1303], [3.0495, -1.1651, 4.0851], [1.7672, -3.1285, 3.5158], [1.4207, -3.0246, 1.7900], [0.1066, -2.8876, 2.9586], [3.8754, 3.2442, 2.9461], [4.5724, 3.4380, 4.5576], [2.8179, 3.4808, 4.3436], [5.1659, 1.0483, 2.6782], [5.0743, -0.1957, 3.9390], [5.8571, 1.3387, 4.2749], [2.5780, 1.6250, 6.1037], [4.3335, 1.6842, 6.2964], [3.5474, 0.1476, 5.9636], [-0.8337, 4.5936, 5.1522], [0.1744, 5.6218, 6.1798], [0.8997, 4.2891, 5.2715], [-1.7027, 6.6878, 4.0082], [-0.5768, 7.8499, 3.2869], [-0.6612, 7.6783, 5.0351], [2.5672, 5.9585, 4.1541], [1.8368, 7.1655, 5.2143], [1.9399, 7.4772, 3.4910], [1.6068, -3.8046, -3.7755], [0.0146, -3.0780, -3.0290], [-0.2699, -3.7524, -1.2722], [-1.5334, -3.0345, -4.1839], [-1.9208, -4.4932, -4.1276], [-1.3172, -5.3974, -5.0038], [-1.6496, -6.7423, -4.9412], [-2.5834, -7.1835, -4.0131], [-3.1955, -6.2801, -3.1491], [-2.8651, -4.9369, -3.2011], [1.5287, -4.8851, -3.8733], [2.3940, -3.5377, -3.0692], [1.7895, -3.3422, -4.7435], [-0.1503, -4.8347, -1.3080], [-1.2635, -3.5084, -0.9071], [0.4986, -3.2976, -0.6454], [-1.1814, -2.7085, -5.1595], [-2.2760, -2.3541, -3.7717], [-0.6205, -5.0488, -5.7584], [-1.1968, -7.4394, -5.6333], [-2.8505, -8.2310, -3.9741], [-3.9461, -6.6231, -2.4497], [-3.3643, -4.2297, -2.5477], [0.3236, -0.6911, -4.6860], [0.3151, -0.0791, -3.3990], [1.3269, 0.8621, -3.1608], [-0.9645, 0.3614, -2.9302], [0.6695, -1.3534, -2.4600]], "atomic_forces_ev_per_a": [[0.2, 0.1, 0.1], [0.0, 0.0, 0.1], [0.0, 0.1, -0.2], [0.0, 0.0, 0.1], [0.0, 0.0, 0.0], [0.0, 0.0, 0.0], [0.0, -0.1, 0.2], [0.1, 0.2, -0.1], [0.2, 0.0, 0.1], [-0.1, 0.0, 0.0], [0.0, 0.0, -0.1], [0.1, 0.0, 0.1], [-0.1, 0.0, -0.1], [0.1, 0.0, 0.0], [-0.3, 0.0, -0.1], [-0.3, 0.1, 0.1], [0.0, 0.0, 0.0], [0.0, 0.0, 0.0], [0.0, 0.0, 0.0], [0.0, 0.0, 0.0], [0.1, 0.0, 0.0], [-0.1, 0.0, 0.0], [0.0, 0.0, 0.0], [0.1, 0.0, 0.1], [-0.1, -0.2, 0.0], [0.0, 0.1, 0.0], [-0.1, 0.1, 0.0], [0.1, -0.1, 0.0], [0.0, 0.0, 0.0], [0.0, 0.0, 0.0], [0.0, 0.0, 0.0], [0.0, 0.0, 0.0], [0.0, 0.0, -0.1], [0.0, 0.1, 0.0], [0.0, 0.0, 0.0], [0.0, 0.0, 0.0], [0.0, 0.0, 0.0], [0.0, 0.0, 0.0], [0.0, 0.0, 0.0], [0.0, 0.0, 0.0], [0.0, 0.0, 0.0], [0.0, 0.0, 0.0], [0.0, 0.0, 0.0], [0.0, 0.0, 0.0], [0.0, 0.0, 0.0], [0.0, 0.0, 0.0], [0.0, 0.0, 0.0], [0.0, 0.0, 0.0], [0.0, 0.0, 0.0], [0.0, 0.0, 0.0], [0.0, 0.0, 0.0], [0.0, 0.0, 0.0], [0.0, 0.0, 0.0], [0.0, 0.0, 0.0], [0.0, 0.0, 0.0], [0.0, 0.0, 0.0], [0.0, 0.0, 0.0], [0.0, 0.0, 0.0], [0.0, 0.0, 0.0], [0.0, 0.0, 0.0], [0.0, 0.0, 0.0], [0.0, 0.0, 0.0], [0.0, 0.0, 0.0], [0.0, 0.0, 0.0], [0.0, 0.0, 0.0], [0.0, 0.0, 0.0], [0.0, 0.0, 0.0], [0.0, 0.0, 0.0], [0.0, 0.0, 0.0], [0.0, 0.0, 0.0], [0.0, 0.0, 0.0], [0.0, 0.0, 0.0], [0.0, 0.0, 0.0], [0.0, 0.0, 0.0], [0.0, 0.0, 0.0], [0.0, 0.0, 0.0], [0.0, 0.0, 0.0], [0.1, 0.2, 0.0], [0.3, 0.9, 0.3], [0.0, -0.1, 0.0], [0.1, -0.2, 0.1], [0.0, 0.1, -0.1], [0.0, 0.0, 0.1], [0.0, 0.0, 0.0], [0.0, 0.0, 0.0], [0.0, -0.1, 0.0], [0.1, 0.0, 0.0], [-0.1, 0.0, 0.0], [0.1, -0.1, -0.1], [0.0, 0.0, 0.0], [0.0, 0.0, 0.0], [0.0, 0.1, 0.0], [-0.1, -0.1, 0.0], [-0.1, 0.1, 0.0], [0.0, 0.0, 0.0], [0.0, 0.0, 0.0], [0.0, 0.0, 0.0], [0.0, 0.0, 0.0], [0.0, 0.0, 0.0], [0.0, 0.0, 0.0], [-0.4, 0.9, 0.3], [0.2, -1.1, -0.4], [0.0, -0.3, 0.1], [0.2, -0.3, -0.2], [-0.4, -0.4, -0.1]], "total_charge": 3, "homo_energy_ev": -16.09, "e_above_lowest_kcal_mol": 4.7, "homo_lumo_gap_ev": 6.47}

---

{"formula": "C9H26CoO8", "method": "wB97M-V/def2-TZVPD", "species": ["Co", "C", "O", "O", "O", "C", "C", "O", "H", "H", "H", "H", "H", "H", "C", "C", "O", "H", "H", "H", "H", "H", "H", "C", "C", "O", "H", "H", "H", "H", "H", "H", "C", "O", "H", "H", "H", "H", "C", "O", "H", "H", "H", "H"], "xyz": [[3.5607, 1.7548, -0.9277], [1.4791, 0.4711, -0.3716], [0.4784, -0.2274, -0.1815], [2.3976, 0.6647, 0.3865], [1.6769, 1.0561, -1.4111], [1.0980, 4.9592, 1.5608], [0.4352, 3.7655, 0.9618], [-0.2911, 4.3480, -0.1622], [1.7128, 4.6067, 2.3890], [0.3594, 5.6934, 1.8824], [1.6932, 5.4008, 0.7615], [-0.3808, 3.3180, 1.5292], [1.1610, 3.0026, 0.6804], [-0.2588, 5.2956, -0.0121], [3.0577, -3.8277, -0.1447], [1.6621, -3.5403, 0.2214], [1.5402, -2.4821, 1.1242], [3.5898, -4.2436, 0.7108], [3.5561, -3.0043, -0.6563], [3.0775, -4.5191, -0.9872], [1.1693, -4.3162, 0.8073], [0.9524, -3.4262, -0.5980], [0.9801, -1.8115, 0.7264], [-3.6838, 0.8229, 2.3575], [-2.5075, 1.2754, 1.5387], [-1.2730, 0.8594, 2.0459], [-3.5449, 1.1013, 3.4022], [-3.7283, -0.2641, 2.2899], [-4.6733, 1.1765, 2.0675], [-2.4491, 2.3625, 1.5925], [-2.6433, 0.9995, 0.4929], [-0.6492, 0.5151, 1.4025], [0.2207, -1.8555, -3.9890], [1.1970, -0.8367, -3.6125], [0.2628, -2.7314, -3.3415], [-0.7820, -1.4402, -4.0904], [0.4406, -2.2262, -4.9901], [1.0498, -0.5244, -2.7167], [-2.2099, -2.2267, -0.3161], [-1.6556, -1.3678, -1.3003], [-1.6652, -2.2509, 0.6277], [-3.2793, -2.0714, -0.1734], [-2.2613, -3.2453, -0.7005], [-0.8719, -1.0105, -0.8763]], "atomic_forces_ev_per_a": [[-2.6, -1.5, 0.6], [-4.6, -3.1, 0.7], [-0.4, -0.3, 0.8], [6.2, 1.0, 5.5], [1.5, 4.1, -7.4], [0.6, -0.6, 0.8], [-1.9, 1.2, -0.9], [0.4, -0.9, -0.6], [0.2, 0.6, 0.2], [0.1, -0.1, 0.3], [0.4, 0.1, 0.2], [0.6, -0.3, 0.6], [-0.1, 0.0, -0.4], [-0.2, 0.0, -0.3], [0.6, -0.6, -1.2], [-2.1, -0.5, 0.9], [0.3, 1.2, 0.5], [0.3, 0.3, -0.2], [0.1, 0.6, 0.8], [-0.1, -0.8, 0.3], [0.5, -1.1, -0.4], [0.4, 0.3, -0.6], [0.0, 0.5, 0.1], [0.1, -1.0, 0.6], [-0.2, 1.4, -0.8], [0.5, -0.7, 1.2], [0.1, -0.1, 0.1], [-0.1, -0.2, 0.3], [0.3, 0.4, -0.4], [-0.4, 0.4, -0.4], [0.1, -0.1, -0.1], [-0.3, -0.1, -0.5], [0.6, 0.6, -0.1], [-0.4, -1.0, -0.8], [-0.2, 0.2, 0.3], [0.0, 0.0, 0.6], [0.6, 0.3, 0.0], [-0.4, -0.1, 0.0], [-0.6, -0.9, -0.7], [-0.5, -0.4, 0.6], [-0.1, 0.3, 0.0], [0.0, 0.8, 0.4], [0.6, -0.4, -0.1], [0.3, 0.5, -0.3]], "multiplicity": 4, "total_charge": 0, "homo_energy_ev": [-9.24, -9.23], "e_above_lowest_kcal_mol": 40.2, "homo_lumo_gap_ev": [5.96, 5.94], "s_squared": 3.76}

---

{"formula": "C23H25FN4O3", "method": "wB97M-V/def2-TZVPD", "species": ["C", "H", "O", "C", "C", "C", "C", "C", "C", "H", "H", "N", "C", "O", "C", "C", "C", "N", "N", "H", "H", "H", "C", "C", "C", "C", "C", "C", "C", "H", "H", "F", "H", "H", "H", "C", "O", "N", "H", "C", "C", "H", "H", "H", "C", "H", "H", "H", "C", "H", "H", "H", "H", "H", "H", "H"], "xyz": [[-5.3971, -1.3902, 0.1107], [-5.7958, -0.6358, -0.5744], [-4.4665, -0.8322, 1.0090], [-3.3307, -0.2801, 0.5114], [-2.4435, 0.2409, 1.4574], [-1.2528, 0.8077, 1.0612], [-0.9239, 0.8747, -0.2902], [-1.8056, 0.3656, -1.2323], [-3.0019, -0.2079, -0.8393], [-3.6651, -0.5963, -1.5949], [-1.5546, 0.4141, -2.2802], [0.3155, 1.4288, -0.6985], [0.6010, 2.7576, -0.7009], [1.6906, 3.1770, -1.0636], [-0.4311, 3.7060, -0.2532], [-1.8025, 3.7178, -0.0420], [-2.0944, 5.0396, 0.3106], [-1.0029, 5.7855, 0.3156], [-0.0208, 4.9798, -0.0278], [0.9304, 5.3030, -0.1317], [-3.0455, 5.4666, 0.5577], [-2.4996, 2.9130, -0.1373], [1.3227, 0.5500, -1.2890], [2.6449, 0.6157, -0.5644], [3.8108, 0.3214, -1.2621], [5.0352, 0.3095, -0.6218], [5.0822, 0.5993, 0.7297], [3.9411, 0.8991, 1.4492], [2.7229, 0.8994, 0.7943], [1.8316, 1.1571, 1.3487], [4.0131, 1.1307, 2.5002], [6.2727, 0.5872, 1.3652], [5.9457, 0.0869, -1.1549], [3.7570, 0.1020, -2.3174], [1.4797, 0.8474, -2.3342], [0.8404, -0.9193, -1.3030], [0.5661, -1.4796, -2.3414], [0.7949, -1.4731, -0.0827], [1.0925, -0.9122, 0.7001], [0.4519, -2.8656, 0.2135], [0.5079, -3.0219, 1.7315], [-0.2026, -2.3490, 2.2079], [0.2547, -4.0408, 2.0102], [1.5073, -2.8038, 2.1032], [1.4727, -3.7845, -0.4619], [1.4365, -3.6419, -1.5381], [1.2509, -4.8237, -0.2368], [2.4773, -3.5551, -0.1129], [-0.9582, -3.1665, -0.2970], [-1.2101, -4.2051, -0.1020], [-1.0075, -2.9858, -1.3666], [-1.6823, -2.5262, 0.2015], [-0.5795, 1.2170, 1.7998], [-2.7143, 0.1836, 2.4996], [-4.9563, -2.2103, -0.4646], [-6.2052, -1.7770, 0.7291]], "atomic_forces_ev_per_a": [[-0.2, -0.1, -0.2], [0.0, 0.0, 0.0], [0.3, 0.2, 0.2], [0.1, 0.1, 0.0], [-0.1, -0.1, 0.0], [-0.1, -0.1, -0.2], [-0.6, 0.0, 0.1], [0.2, 0.3, 0.2], [-0.4, -0.1, 0.1], [-0.1, -0.1, -0.1], [0.1, 0.0, -0.1], [0.1, -0.2, -0.1], [0.1, 0.0, -0.1], [-0.1, 0.1, 0.0], [-0.4, 0.3, 0.1], [0.3, -0.1, -0.1], [0.1, -0.2, -0.1], [0.0, 0.7, 0.2], [0.2, -0.5, -0.1], [-0.1, 0.0, 0.0], [-0.2, 0.1, 0.0], [-0.1, -0.2, 0.0], [0.2, 0.0, -0.3], [0.3, 0.0, 0.1], [-0.2, 0.0, 0.2], [0.2, 0.0, 0.2], [-0.1, 0.0, -0.1], [0.2, -0.1, 0.0], [0.1, 0.0, -0.2], [-0.1, 0.1, 0.0], [0.0, 0.0, 0.1], [-0.1, 0.0, -0.1], [0.1, 0.0, 0.0], [0.0, 0.0, -0.1], [0.0, -0.2, 0.2], [0.2, 0.5, 0.3], [-0.1, -0.2, -0.5], [0.1, -0.2, 0.3], [0.1, 0.0, -0.1], [-0.1, -0.3, -0.1], [0.0, 0.1, -0.3], [-0.1, 0.1, 0.1], [0.0, -0.1, 0.0], [0.1, 0.0, 0.1], [-0.1, 0.1, 0.0], [0.0, 0.0, -0.1], [0.0, -0.2, 0.0], [0.1, 0.0, 0.1], [0.2, 0.1, 0.0], [0.0, -0.2, 0.0], [-0.1, 0.0, -0.1], [-0.1, 0.0, 0.1], [0.1, 0.0, 0.1], [0.0, 0.0, 0.1], [0.0, 0.0, 0.0], [0.0, 0.0, -0.1]], "total_charge": 0, "homo_energy_ev": -8.74, "smiles": "COc1ccc(N(C(=O)c2ccn[nH]2)[C@H](C(=O)NC(C)(C)C)c2ccc(F)cc2)cc1", "e_above_lowest_kcal_mol": 23.1, "homo_lumo_gap_ev": 9.28}

---

{"formula": "C4H8O2", "method": "wB97M-V/def2-TZVPD", "species": ["C", "C", "O", "C", "C", "O", "H", "H", "H", "H", "H", "H", "H", "H"], "xyz": [[-2.1397, -0.3535, -0.5663], [-0.6422, -0.3542, -0.3748], [-0.3111, 0.7248, 0.5231], [0.9226, 0.8809, 0.8897], [2.1179, 0.0997, 0.4853], [3.2685, 0.4220, 0.9084], [-2.4838, 0.6051, -0.9643], [-2.6532, -0.5476, 0.3791], [-2.4119, -1.1395, -1.2761], [-0.2748, -1.2932, 0.0518], [-0.0995, -0.1661, -1.3118], [1.0551, 1.7800, 1.4992], [1.8527, 0.3272, -0.6460], [1.7995, -0.9857, 0.4027]], "atomic_forces_ev_per_a": [[0.0, 0.0, 0.0], [0.0, -0.2, -0.1], [0.3, 0.1, 0.2], [0.0, -0.1, -0.1], [-0.8, -0.2, -0.1], [0.2, 0.0, 0.1], [0.1, -0.1, 0.1], [0.1, 0.0, -0.1], [0.0, 0.1, 0.1], [-0.1, 0.1, 0.0], [-0.1, 0.0, 0.1], [0.1, -0.1, -0.1], [0.1, 0.4, -0.1], [0.1, 0.1, 0.2]], "total_charge": 0, "homo_energy_ev": -7.93, "e_above_lowest_kcal_mol": 100.8, "homo_lumo_gap_ev": 7.68}

---

{"formula": "C3H8N2O", "method": "wB97M-V/def2-TZVPD", "species": ["C", "C", "C", "N", "N", "O", "H", "H", "H", "H", "H", "H", "H", "H"], "xyz": [[0.9625, -0.7840, -0.3395], [1.4740, -1.0339, 0.9973], [-0.8540, 0.9483, -1.3200], [-1.0761, 0.4172, 0.8957], [-0.1474, 0.6687, -0.1462], [1.1235, -1.3719, -1.3393], [0.5695, -0.7297, 1.7528], [2.3209, -0.3358, 1.2503], [1.7788, -2.0807, 1.0061], [-1.8355, 0.3270, -1.3428], [-1.0882, 2.0298, -1.3689], [-0.2812, 0.5663, -2.2110], [-1.9478, 0.1405, 0.6030], [-0.9989, 1.2382, 1.5625]], "atomic_forces_ev_per_a": [[-2.7, 2.8, 0.9], [-0.9, 1.2, 2.4], [-1.3, -1.1, -2.2], [4.2, 2.2, 2.6], [2.0, -3.0, 0.6], [-0.1, 0.3, -0.9], [2.2, -1.1, -1.8], [-0.8, -0.8, -0.4], [0.1, 0.1, 0.5], [1.1, 1.1, -0.2], [0.0, -0.5, -0.3], [-0.4, 0.8, 0.7], [-2.5, -0.4, -0.8], [-0.9, -1.6, -1.2]], "total_charge": 0, "homo_energy_ev": -8.19, "e_above_lowest_kcal_mol": 84.7, "homo_lumo_gap_ev": 9.20}